Entry 1:
43
Properties=species:S:1:pos:R:3:lowdin_spin:R:1 method="wB97M-V/def2-TZVPD" s_squared=8.755 e_above_lowest_kcal_mol=62.28 total_energy_ev=-91141.101 homo_energy_ev="0.29 / -0.64" gap_ev="3.6430 / 4.5571" spin_multiplicity=6 total_charge=-2 lumo_ev="3.933 / 3.918"
Mn 0.08050 0.81262 1.89153 4.598
N -1.05366 3.64142 1.97841 0.008
O -0.34780 4.61967 2.00694 0.008
O -0.74227 2.68682 1.27510 0.033
O -1.95118 3.67135 2.81313 0.009
N -3.06913 -0.08930 1.88160 0.002
O -3.86561 -1.01861 1.73423 0.002
O -1.96281 -0.17397 1.31539 0.027
O -3.22503 0.90560 2.57951 0.003
O -0.79472 1.09629 3.70071 0.091
H -0.29424 0.63545 4.40192 0.008
O 1.89886 1.37770 2.41834 0.077
H 2.26650 0.65386 2.96187 0.010
O 0.63633 -1.18775 1.93628 0.037
S 1.05557 -2.62340 1.74146 0.020
O 0.85063 -3.51539 2.85490 0.007
O 0.14866 -3.23309 0.54257 0.004
C -0.12672 -2.42396 -0.62998 0.000
C -0.03857 -3.43764 -1.82949 0.000
C 2.71326 -2.84360 1.00773 0.007
H 0.61354 -1.67096 -0.90036 0.000
H -1.00189 -1.81302 -0.40882 0.000
H 0.11167 -3.01836 -2.82434 0.000
H -0.94533 -4.03673 -1.91318 0.000
H 0.75297 -4.17271 -1.68380 0.000
H 2.85682 -3.90312 0.79579 0.001
H 3.43278 -2.34781 1.65934 0.000
H 2.73076 -2.21785 0.11543 0.000
O 0.81278 0.66509 -0.28049 0.030
S 1.01177 1.49426 -1.43156 0.009
O 1.64112 0.96313 -2.65348 0.006
O -0.48731 2.12486 -1.92605 0.001
C -1.54600 1.17906 -2.31180 0.000
C -1.45083 0.73465 -3.72915 0.000
C 1.83526 2.99277 -0.82262 0.001
H -2.59879 1.43916 -2.20195 0.000
H -1.35883 0.32742 -1.65774 0.000
H -2.22438 1.29078 -4.25873 0.000
H -1.80250 -0.29670 -3.70185 0.000
H -0.50551 0.67904 -4.26894 0.000
H 2.49809 3.42686 -1.57116 0.000
H 2.35656 2.82499 0.11982 0.000
H 1.08865 3.78108 -0.72650 0.000

***

Entry 2:
13
Properties=species:S:1:pos:R:3:nbo_charge:R:1 method="wB97M-V/def2-TZVPD" e_above_lowest_kcal_mol=102.41 total_energy_ev=-7795.203 homo_energy_ev=-7.08 gap_ev=7.9674 lumo_ev=0.884
C -1.61259 -0.47911 0.28166 -0.652
C -0.37428 -0.61677 -0.57440 -0.181
C 0.02443 0.54556 -1.44707 -0.239
N 0.71110 0.20356 -0.23118 -0.313
C 1.65940 0.37245 0.59889 0.383
O 1.74706 -0.43908 1.66654 -0.656
H -1.48561 -0.95209 1.26371 0.205
H -2.44403 -0.99513 -0.20760 0.223
H -1.92489 0.56819 0.45704 0.176
H 1.16045 -1.19466 1.47682 0.494
H 0.57022 0.37044 -2.37456 0.197
H -0.48416 1.51566 -1.39266 0.179
H 2.45290 1.10096 0.48281 0.184

***

Entry 3:
48
Properties=species:S:1:pos:R:3:nbo_charge:R:1 method="wB97M-V/def2-TZVPD" e_above_lowest_kcal_mol=0.00 total_energy_ev=-46688.909 homo_energy_ev=-8.12 gap_ev=8.7296 lumo_ev=0.606 smiles=CCN(CC)c1nc(Nc2ccc3[nH]ncc3c2)nc(OC(C(F)(F)F)C(F)(F)F)n1
F 2.63007 6.04372 -2.89672 -0.313
F 2.74170 4.10256 -3.95197 -0.323
F 1.02959 5.47254 -4.29852 -0.310
F 1.35550 5.80756 -0.58331 -0.313
F -0.32076 4.45930 -0.28921 -0.325
F -0.49799 5.95330 -1.87491 -0.300
N 0.44785 -4.42949 3.65075 -0.211
N 0.65241 1.78345 -1.10429 -0.619
N -0.87546 1.26559 -2.75195 -0.584
N -0.76563 -0.03899 -0.88279 -0.589
O 0.27232 3.21687 -2.86730 -0.455
C 0.14417 -3.92583 2.48671 -0.047
C 0.06159 2.02489 -2.23846 0.734
C 0.15300 0.77709 -0.45682 0.612
C -1.22019 0.18151 -2.06837 0.634
C 1.25855 -0.86905 4.06464 -0.241
C 1.10657 0.10841 3.03488 -0.219
C 0.33455 -1.57420 1.47336 -0.209
C 0.45217 -2.53646 2.49431 -0.131
C 0.93136 -2.21211 3.77624 0.151
C 0.68431 -0.24941 1.73562 0.127
N 0.92179 -3.43150 4.39787 -0.366
N 0.73244 0.73599 0.73194 -0.554
N -2.17988 -0.69338 -2.62312 -0.418
C -3.53986 -1.69391 -0.70420 -0.613
C -3.92753 0.43532 -3.93693 -0.613
C 1.86200 4.97715 -3.32953 0.974
C 0.38988 5.13496 -1.27227 0.964
C -2.61837 -1.93755 -1.91173 -0.200
C -2.69769 -0.45484 -3.98549 -0.203
C 1.10184 4.20878 -2.23839 -0.087
H -0.33154 -4.45424 1.64746 0.214
H 1.60492 -0.57443 5.04090 0.219
H 1.36790 1.14393 3.19147 0.213
H -0.07381 -1.86516 0.49540 0.241
H 1.19810 -3.53531 5.40056 0.407
H 1.25679 1.58472 0.91784 0.417
H -3.00076 -1.21468 0.11720 0.225
H -4.37705 -1.08797 -1.00802 0.205
H -3.87256 -2.70237 -0.40376 0.207
H -4.30694 0.55878 -4.95497 0.210
H -3.72444 1.44111 -3.55310 0.220
H -4.65240 -0.01157 -3.26377 0.200
H -1.81410 -2.57601 -1.58157 0.199
H -3.18988 -2.57038 -2.59498 0.200
H -3.01362 -1.41221 -4.38925 0.193
H -1.91396 -0.06684 -4.64926 0.222
H 1.89037 3.71851 -1.66465 0.260

***

Entry 4:
93
Properties=species:S:1:pos:R:3:lowdin_charge:R:1 method="wB97M-V/def2-TZVPD" total_energy_ev=-51906.077 homo_energy_ev=-8.16 gap_ev=7.3663 lumo_ev=-0.794 smiles="COB(O)c1ccc2nccnc2c1[PH2]=N.CCN(CC)CC.CCN(CC)CC.CCN(CC)CC"
C 5.72513 0.58319 -2.36508 -0.089
O 4.68533 1.08896 -3.23829 -0.010
B 4.13097 0.06421 -4.05150 -0.556
O 4.93339 -0.72622 -4.91204 0.128
C 2.51619 -0.09684 -3.95100 -0.050
C 1.67863 0.71340 -4.92670 -0.008
C 0.24375 0.62013 -4.86267 0.008
C -0.49029 -0.23662 -3.86047 -0.214
N -1.87468 -0.21918 -3.92284 0.104
C -2.36988 -1.00618 -2.93334 -0.107
C -1.57967 -1.77478 -1.93612 -0.083
N -0.22314 -1.80321 -1.93008 0.094
C 0.32874 -1.00677 -2.92131 -0.200
C 1.83512 -0.93263 -2.98198 -0.210
P 2.78542 -1.97809 -1.74356 0.739
N 2.62295 -3.53424 -2.05882 -0.336
H 5.77779 -0.53488 -2.30772 0.064
H 5.55541 1.04889 -1.35364 0.099
H 6.71043 0.98594 -2.74637 0.107
H 5.20568 -1.55383 -4.47430 0.113
H 2.11105 1.39171 -5.69819 0.113
H -0.37044 1.24124 -5.56886 0.113
H -3.48976 -1.06021 -2.84678 0.111
H -2.11512 -2.36722 -1.15464 0.108
H 2.24822 -1.69235 -0.43929 0.012
H 4.18176 -1.67883 -1.79046 -0.005
H 2.17144 -4.01410 -1.27738 -0.053
C 5.78767 -0.66943 1.48678 -0.095
C 6.38854 0.25524 2.53692 -0.271
N 7.72997 -0.12466 2.95264 -0.196
C 8.18740 0.58964 4.13869 -0.251
C 8.37403 2.10426 4.03279 -0.090
C 8.71494 -0.26147 1.88849 -0.247
C 8.97903 0.95787 1.00093 -0.085
H 5.78770 -1.70753 1.82659 0.083
H 4.75162 -0.38153 1.28991 0.068
H 6.32498 -0.61351 0.53680 0.049
H 5.72950 0.21785 3.40989 0.119
H 6.35218 1.28713 2.16180 0.098
H 9.12402 0.14231 4.48743 0.112
H 7.46952 0.39405 4.94430 0.109
H 9.27497 2.36540 3.47797 0.054
H 8.48566 2.52998 5.03457 0.072
H 7.51949 2.59838 3.56646 0.066
H 8.40669 -1.08986 1.24262 0.101
H 9.66401 -0.59758 2.31705 0.115
H 8.06045 1.46365 0.69719 0.063
H 9.49204 0.64047 0.08821 0.072
H 9.62989 1.68119 1.49097 0.054
C -1.34090 2.14768 -1.40922 -0.085
C -2.32952 3.13522 -0.80551 -0.265
N -3.48120 2.49808 -0.18367 -0.190
C -4.54826 3.43494 0.14705 -0.250
C -4.25631 4.50894 1.19652 -0.088
C -3.18656 1.50303 0.83789 -0.248
C -2.36370 1.94853 2.04930 -0.081
H -1.83060 1.48847 -2.12505 0.049
H -0.55231 2.68923 -1.93764 0.079
H -0.85567 1.53463 -0.64530 0.070
H -2.68222 3.77441 -1.62110 0.120
H -1.79393 3.79013 -0.10500 0.099
H -5.43629 2.87263 0.45532 0.102
H -4.84761 3.94099 -0.77878 0.110
H -4.24743 4.09918 2.20638 0.055
H -5.04329 5.26889 1.17101 0.072
H -3.30876 5.02059 1.01732 0.067
H -2.66188 0.66808 0.36101 0.093
H -4.12310 1.06007 1.19205 0.104
H -1.51084 2.57068 1.77217 0.068
H -1.96952 1.06850 2.56606 0.073
H -2.97129 2.49099 2.77303 0.055
C -7.14586 -0.05920 0.30904 -0.090
C -6.59431 -1.47090 0.16266 -0.273
N -6.60203 -2.23567 1.40088 -0.195
C -5.83081 -3.47006 1.31768 -0.252
C -6.31419 -4.55085 0.34893 -0.090
C -7.88772 -2.34818 2.07618 -0.248
C -9.04895 -2.97232 1.29806 -0.086
H -6.61435 0.49410 1.08692 0.065
H -7.02414 0.48445 -0.63087 0.076
H -8.21182 -0.05751 0.54706 0.066
H -5.55865 -1.37457 -0.18056 0.109
H -7.14315 -1.98331 -0.63902 0.099
H -5.74388 -3.90648 2.31820 0.112
H -4.80310 -3.20411 1.04049 0.104
H -7.19013 -5.07576 0.72930 0.055
H -5.52897 -5.30153 0.21675 0.071
H -6.54701 -4.15098 -0.63992 0.066
H -8.19382 -1.34714 2.39601 0.101
H -7.75560 -2.89784 3.01323 0.115
H -9.11375 -2.60418 0.27266 0.068
H -9.99331 -2.72554 1.79188 0.072
H -8.98191 -4.05959 1.27501 0.054